# 1
C27H30N5O5SeZr as an isolated structure at a distorted geometry. Source: the Open Molecules 2025 dataset; level of theory: wB97M-V/def2-TZVPD.

Output
- Kohn-Sham gap (eV) = 6.3
- energy above the lowest of the compared OMol25 structures with the same formula, charge and spin (kcal per mole) = 21.3
- highest occupied orbital energy (eV) = -10.43
- total charge = +1

Last column: natural (NBO) charge in e.
Positions of all 69 atoms, in Å:
Zr -0.34560 -0.31422 0.23051  2.313
N 0.84092 1.71756 0.57520  -0.906
C 0.71970 2.05361 2.02821  -0.305
C -0.54360 1.39433 2.59682  0.667
O -1.37946 2.05002 3.18785  -0.623
N -0.55350 0.04960 2.32274  -0.817
C -1.67920 -0.78109 2.81884  -0.345
C -2.58850 -1.18698 1.65178  0.788
O -3.77884 -1.09246 1.68694  -0.551
O -1.87574 -1.53984 0.54290  -0.870
H 0.33320 2.41587 0.03300  0.411
H 1.81769 1.75954 0.29653  0.420
H 1.58022 1.62208 2.53548  0.244
H 0.67159 3.12226 2.21731  0.226
H -1.26249 -1.68870 3.26149  0.240
H -2.28070 -0.25954 3.55984  0.249
C 0.26184 -3.72641 -1.48865  -0.246
O -0.06599 -2.33420 -1.51181  -0.545
C -0.47090 -1.89960 -2.79138  -0.094
C -0.88397 -0.47483 -2.58236  -0.088
O 0.16905 0.21463 -1.85866  -0.616
C 1.17537 0.81195 -2.68516  -0.236
H -0.63676 -4.31889 -1.66916  0.191
H 0.67326 -3.95778 -0.51425  0.229
H 1.00698 -3.93481 -2.25971  0.184
H -1.32664 -2.47387 -3.16210  0.210
H 0.34898 -1.99917 -3.51104  0.190
H -1.77335 -0.45570 -1.94048  0.224
H -1.11973 0.06306 -3.49859  0.236
H 0.71709 1.61411 -3.26132  0.206
H 1.60485 0.05069 -3.33532  0.202
H 1.94922 1.20465 -2.03332  0.213
Se -3.61408 1.89535 1.25375  1.257
N -4.41962 2.99542 0.19918  -0.586
C -3.67653 3.11255 -0.90465  0.034
C -3.99363 3.96985 -1.98756  -0.113
C -3.11987 4.01579 -3.02424  -0.269
C -1.94154 3.21939 -2.96513  0.105
N -1.62172 2.40403 -1.99474  -0.479
C -2.49341 2.32209 -0.95448  0.293
N -2.26562 1.52856 0.11472  -0.802
H -4.90035 4.55908 -1.95885  0.249
H -3.29377 4.64967 -3.88172  0.243
H -1.23001 3.28897 -3.78274  0.195
C 3.48158 -5.57192 3.67934  -0.203
C 2.14596 -5.44153 4.03302  -0.206
C 1.33197 -4.55606 3.34240  -0.207
C 1.83823 -3.77151 2.30622  -0.015
C 3.17869 -3.92817 1.94671  -0.230
C 3.99181 -4.82049 2.62820  -0.193
C 0.92176 -2.83486 1.61420  -0.220
C 1.20819 -1.67931 1.00248  -0.473
C 2.53728 -1.01498 1.05824  -0.107
C 3.20148 -0.65635 -0.11609  -0.200
C 4.38527 0.07359 -0.08250  -0.232
C 4.91715 0.47052 1.13674  -0.225
C 4.26890 0.11433 2.31602  -0.187
C 3.09296 -0.61972 2.27830  -0.222
H 4.11973 -6.26570 4.21072  0.222
H 1.73676 -6.03333 4.84136  0.222
H 0.28552 -4.46563 3.61340  0.207
H 3.58694 -3.35968 1.12132  0.213
H 5.02736 -4.93412 2.33462  0.218
H -0.11543 -3.16694 1.61639  0.206
H 2.79837 -0.99384 -1.06699  0.200
H 4.89885 0.31960 -1.00397  0.220
H 5.83700 1.03895 1.17157  0.227
H 4.68763 0.40838 3.27019  0.226
H 2.58868 -0.89603 3.19693  0.232



# 2
One molecule with the formula C5H8O at a distorted geometry. Source: the Open Molecules 2025 dataset; level of theory: wB97M-V/def2-TZVPD.

Output
- Kohn-Sham gap (eV) = 9.6
- energy above the lowest of the compared OMol25 structures with the same formula, charge and spin (kcal per mole) = 41.4
- highest occupied orbital energy (eV) = -8.69
- SMILES = C=C/C=C/CO

Last column: natural (NBO) charge in e.
Positions of all 14 atoms, in Å:
C -1.56686 1.99071 1.85726  -0.383
C -0.62104 1.53483 1.05161  -0.206
C -0.60699 0.19580 0.45174  -0.227
C 0.38181 -0.19041 -0.35150  -0.178
C 0.50923 -1.53272 -0.98730  -0.106
O 1.79728 -1.61841 -1.62070  -0.733
H -2.33459 1.33643 2.26860  0.186
H -1.60662 2.98960 2.27424  0.201
H 0.08383 2.23216 0.59456  0.199
H -1.42222 -0.45741 0.74255  0.197
H 1.13662 0.54968 -0.58675  0.211
H -0.30153 -1.86339 -1.63700  0.184
H 0.57572 -2.26962 -0.20090  0.183
H 1.76314 -1.91488 -2.53086  0.475



# 3
C22H49N2OP3PmS as an isolated structure at a distorted geometry. Source: the Open Molecules 2025 dataset; level of theory: wB97M-V/def2-TZVPD.

Output
- Kohn-Sham gap (spin up / spin down) (eV) = 3.0 / 2.9
- 2S+1 = 5
- energy above the lowest of the compared OMol25 structures with the same formula, charge and spin (kcal per mole) = 95.6
- highest occupied orbital energy (spin up / spin down) (eV) = -15.68 / -15.67
- total charge = +3

Last column: Löwdin charge in e.
Positions of all 79 atoms, in Å:
Pm -0.19837 -0.29676 0.13573  0.810
P 2.22762 -1.42507 1.03189  0.767
P 0.05391 1.49843 2.05241  0.662
P 0.52175 -1.09907 -2.33668  0.668
H -2.16873 8.60762 -3.53557  0.054
C -2.63187 7.93208 -4.25420  -0.089
C -3.91185 7.54125 -4.12449  -0.070
H -4.52986 7.88487 -3.29511  0.057
C 3.74392 -0.47611 0.69008  -0.251
C 2.27683 -1.66442 2.87131  -0.207
C 2.52606 -3.13242 0.36794  -0.205
C -1.36942 2.63950 1.86473  -0.257
C -0.13716 0.85474 3.76589  -0.229
C 1.55084 2.54964 2.02946  -0.250
C -0.56499 -0.34597 -3.61115  -0.272
C 0.36862 -2.89501 -2.70563  -0.248
C 2.24502 -0.69901 -2.79284  -0.251
H -2.03045 7.63391 -5.11217  0.053
H -4.39373 6.91229 -4.87259  0.056
H 4.56726 -1.08914 1.10194  0.072
H 3.63333 0.50905 1.18596  0.041
H 3.80132 -0.33418 -0.40569  0.034
H 3.08104 -2.39757 3.07984  0.077
H 1.31322 -2.09210 3.20216  0.011
H 2.40697 -0.68840 3.38638  0.060
H 3.33913 -3.57035 0.97480  0.072
H 2.75379 -3.07088 -0.71582  0.045
H 1.61092 -3.75803 0.48303  0.032
H -1.46153 3.12971 2.84725  0.073
H -2.27594 2.05834 1.60339  0.041
H -1.17376 3.34081 1.03444  0.043
H 0.55994 1.44065 4.39487  0.076
H 0.13861 -0.22210 3.78833  -0.004
H -1.20583 0.96770 4.04843  0.073
H 1.27439 3.44727 2.60355  0.068
H 1.76932 2.78877 0.97331  0.028
H 2.39195 1.97281 2.45704  0.049
H -0.28865 -0.83838 -4.55821  0.074
H -0.40866 0.74820 -3.61841  0.032
H -1.62395 -0.51676 -3.32609  0.034
H 0.91747 -3.06151 -3.65005  0.077
H -0.71426 -3.12866 -2.79903  0.054
H 0.80714 -3.47366 -1.86188  0.035
H 2.26878 -0.81064 -3.88576  0.068
H 2.92877 -1.38108 -2.25781  0.042
H 2.44736 0.33809 -2.48162  0.026
C -1.23599 2.66030 -1.66609  -0.583
C 0.11208 2.99172 -1.99563  -0.052
C 0.40925 4.28609 -2.42054  0.007
C -0.61458 5.23478 -2.52473  0.063
C -1.93857 4.91679 -2.19515  0.013
C -2.24173 3.64452 -1.75502  -0.101
S -2.03387 1.19154 -1.23078  0.823
H 1.44363 0.94137 -0.46312  -0.006
H 0.92474 2.25449 -1.92695  0.058
H 1.43915 4.55036 -2.68284  0.142
H -0.40175 6.23577 -2.87518  0.134
H -2.75910 5.62821 -2.27423  0.118
H -3.25637 3.32488 -1.48982  0.114
C -1.47764 -3.94865 -0.41732  -0.016
N -0.63294 -4.29217 0.74731  -0.106
C -0.78601 -5.68088 1.19514  0.007
C -0.44598 -3.29756 1.61935  -0.460
O -0.43413 -2.10236 1.11249  -0.371
N -0.41103 -3.40399 2.96053  -0.143
C 0.19670 -4.49641 3.75301  -0.009
C -1.28055 -2.45710 3.66357  -0.004
H -2.54817 -4.12994 -0.17700  0.133
H -1.13577 -4.51751 -1.29471  0.098
H -1.36171 -2.87696 -0.64036  0.050
H 0.21389 -6.12113 1.39925  0.110
H -1.38424 -5.67667 2.13260  0.107
H -1.30895 -6.21075 0.37971  0.115
H 0.72751 -4.07290 4.63145  0.115
H -0.62618 -5.15416 4.08900  0.108
H 0.92978 -5.06912 3.15269  0.101
H -0.77936 -2.02258 4.53326  0.103
H -1.54046 -1.65421 2.97094  0.079
H -2.19793 -3.00424 3.91581  0.122



# 4
C20H20IrN7O2S2 as an isolated structure at a distorted geometry. Source: the Open Molecules 2025 dataset; level of theory: wB97M-V/def2-TZVPD.

Output
- Kohn-Sham gap (spin up / spin down) (eV) = 6.4 / 6.4
- energy above the lowest of the compared OMol25 structures with the same formula, charge and spin (kcal per mole) = 86.4
- highest occupied orbital energy (spin up / spin down) (eV) = -13.30 / -13.30
- total charge = +2

Last column: natural (NBO) charge in e.
Positions of all 52 atoms, in Å:
Ir -0.20822 0.60122 0.59321  1.186
C -4.15343 -1.41118 -0.49189  -0.631
C -2.70892 -0.89888 -0.57279  0.352
N -2.16582 -0.53288 0.69051  -0.494
N -2.30363 -1.43638 1.68341  -0.401
C -1.63332 -1.33118 2.83541  0.307
N -1.79332 -2.27178 3.77201  -0.756
S -0.59262 -0.00698 3.08951  -0.058
C -2.57702 0.32902 -1.47899  0.206
C -3.50592 0.63922 -2.46289  -0.215
C -3.38572 1.83652 -3.15129  -0.108
C -2.29492 2.65132 -2.90029  -0.227
C -1.35832 2.22122 -1.97599  0.069
N -1.51532 1.11102 -1.26269  -0.483
H -4.22042 -2.31368 0.11091  0.216
H -4.51712 -1.67938 -1.47799  0.244
H -4.78113 -0.63498 -0.06249  0.249
H -2.93742 -2.22598 1.54511  0.405
H -2.41182 -3.05958 3.65761  0.417
H -1.33152 -2.17178 4.66151  0.436
H -4.31902 -0.02228 -2.70479  0.248
H -4.13212 2.12272 -3.87559  0.251
H -2.17162 3.59532 -3.40329  0.253
H -0.44482 2.77322 -1.80859  0.211
N 3.90208 1.79412 0.50701  -0.491
C 4.25747 0.46412 0.53761  0.173
C 5.48168 -0.18818 0.50361  -0.238
C 5.46318 -1.56468 0.62621  -0.169
C 4.26847 -2.27578 0.77881  -0.192
C 3.04568 -1.63808 0.78771  -0.195
C 3.04397 -0.25218 0.65541  0.079
N 2.01148 0.64742 0.66461  -0.446
C 2.55718 1.85832 0.60461  0.374
C 1.74298 3.04092 0.72681  0.049
C 2.13318 4.35132 0.82151  -0.385
S 0.78368 5.36832 1.07141  0.599
C -0.23002 3.98582 1.02571  -0.106
N 0.38778 2.86052 0.83711  -0.434
H 4.53648 2.57352 0.43331  0.442
H 6.40698 0.35182 0.39271  0.240
H 6.39507 -2.10618 0.61661  0.241
H 4.31408 -3.34698 0.89951  0.236
H 2.11548 -2.17038 0.89911  0.236
H 3.12308 4.75673 0.76391  0.269
H -1.29412 4.06313 1.13971  0.261
C -0.20242 -3.43468 -1.79729  -0.717
C -0.67342 -2.22748 -1.04869  0.859
O -1.96342 -2.01518 -1.20219  -0.514
O 0.08018 -1.56968 -0.35299  -0.627
H -0.87472 -3.67938 -2.61469  0.258
H -0.15012 -4.28468 -1.11589  0.264
H 0.80178 -3.24668 -2.17069  0.257